Record 1
C7H5I2N3 | the ωB97M-V functional and the def2-TZVPD basis

CARTESIAN COORDINATES (ANGSTROEM)
C1 2.66 -0.29 0.50
C2 1.53 -0.85 0.84
C3 -0.97 -0.57 0.27
C4 2.74 0.63 -0.62
C5 0.38 -0.49 0.10
C6 0.56 0.39 -1.02
C7 -2.85 0.75 -0.31
N1 1.69 0.99 -1.36
N2 -0.66 0.73 -1.49
N3 -1.52 0.31 -0.73
I1 -3.01 1.79 1.46
I2 -4.15 -2.72 0.56
H1 3.61 -0.49 1.10
H2 1.39 -1.54 1.68
H3 -1.49 -1.13 0.88
H4 3.60 1.24 -0.81
H5 -3.50 1.23 -1.05

Output
Gap between HOMO and LUMO (spin up / spin down): 4.94 / 6.82 eV
E_HOMO (spin up / spin down): -8.31 / -8.48 eV
Total energy: -28006.7030 eV
Relative energy (zero: lowest compared OMol25 entry of this formula, charge and spin): 73.6 kcal per mole
Charge: 0
Spin multiplicity: 1



Record 2
C7H5INO2 | the ωB97M-V functional and the def2-TZVPD basis

CARTESIAN COORDINATES (ANGSTROEM)
C1 -0.38 -1.46 -0.02
C2 0.34 -0.30 -0.24
C3 -1.75 -1.42 0.03
C4 -0.35 0.86 -0.06
C5 -1.73 0.93 0.05
C6 -2.45 -0.22 -0.10
C7 0.31 2.16 0.14
N1 -2.13 2.69 0.46
O1 -3.02 3.13 -0.24
O2 -0.62 3.15 -0.19
I1 -4.62 -0.34 -0.03
H1 0.06 -2.36 0.08
H2 1.34 -0.11 -0.34
H3 -2.11 -2.43 0.16
H4 0.48 2.41 1.23
H5 1.12 2.46 -0.55

Output
Gap between HOMO and LUMO: 5.94 eV
E_HOMO: -3.07 eV
Total energy: -21021.5687 eV
Charge: -1
Spin multiplicity: 1



Record 3
C7H5IrN5SSe2Te2 | the ωB97M-V functional and the def2-TZVPD basis

CARTESIAN COORDINATES (ANGSTROEM)
Ir1 -1.11 0.06 -0.82
Se1 -2.89 -1.95 -0.37
Te1 -4.90 -1.34 -1.61
Te2 -4.96 1.32 -1.56
Se2 -2.70 1.89 -0.57
N1 -0.47 0.06 3.34
C1 -1.38 0.03 2.36
N2 -0.73 0.03 1.21
C2 0.59 0.06 1.56
N3 0.78 0.08 2.86
C3 1.57 0.03 0.50
C4 2.94 -0.14 0.72
N4 3.81 -0.16 -0.27
C5 3.31 -0.03 -1.50
C6 1.96 0.11 -1.74
N5 1.07 0.16 -0.75
H1 -0.63 0.07 4.33
H2 -2.45 0.01 2.48
H3 3.30 -0.25 1.73
H4 4.03 -0.03 -2.31
H5 1.58 0.22 -2.74
S1 -1.45 -0.17 -4.20
C7 -1.29 -0.07 -2.66

Output
⟨S²⟩: 0.759
Gap between HOMO and LUMO (spin up / spin down): 5.78 / 4.61 eV
E_HOMO (spin up / spin down): -6.56 / -6.59 eV
Total energy: -173743.9191 eV
Relative energy (zero: lowest compared OMol25 entry of this formula, charge and spin): 23.8 kcal per mole
Charge: 0
Spin multiplicity: 2



Record 4
C7H5N3O2 | the ωB97M-V functional and the def2-TZVPD basis

CARTESIAN COORDINATES (ANGSTROEM)
O1 -3.29 0.54 -0.99
C1 -2.67 0.06 -0.07
O2 -3.30 -0.65 0.90
C2 -1.18 0.20 0.03
C3 -0.33 1.22 0.11
C4 0.93 0.78 0.13
N1 2.20 1.40 0.22
C5 3.11 0.59 0.11
C6 3.11 -0.84 -0.12
C7 1.86 -1.38 -0.25
N2 0.78 -0.60 -0.09
N3 -0.53 -0.99 -0.19
H1 -2.62 -1.01 1.54
H2 -0.68 2.39 0.21
H3 4.22 1.21 0.31
H4 4.01 -1.61 -0.27
H5 1.65 -2.44 -0.36

Output
Gap between HOMO and LUMO: 9.64 eV
E_HOMO: -9.53 eV
SMILES: O=C(O)c1cc2ncccn2n1
Total energy: -15902.9534 eV
Relative energy (zero: lowest compared OMol25 entry of this formula, charge and spin): 58.8 kcal per mole
Charge: 0
Spin multiplicity: 1



Record 5
C7H5N3O2 | the ωB97M-V functional and the def2-TZVPD basis

CARTESIAN COORDINATES (ANGSTROEM)
C1 -1.80 1.75 -1.14
C2 1.76 0.07 1.16
C3 2.48 0.45 0.06
C4 0.38 -0.31 1.09
C5 1.70 0.52 -1.11
C6 -0.20 -0.36 -0.21
C7 -1.47 -0.85 -0.49
N1 -1.21 2.69 -1.13
N2 0.52 0.11 -1.29
N3 -2.46 -1.22 0.48
O1 -3.46 -1.85 0.10
O2 -2.19 -0.92 1.65
H1 2.13 0.01 2.23
H2 3.56 0.74 0.17
H3 -0.24 -0.75 1.87
H4 2.17 0.97 -1.90
H5 -1.69 -1.04 -1.55

Output
Gap between HOMO and LUMO (spin up / spin down): 7.40 / 5.73 eV
E_HOMO (spin up / spin down): -10.63 / -9.41 eV
Total energy: -15896.7153 eV
Relative energy (zero: lowest compared OMol25 entry of this formula, charge and spin): 202.7 kcal per mole
Charge: 0
Spin multiplicity: 1



Record 6
C7H5N4O2 | the ωB97M-V functional and the def2-TZVPD basis

CARTESIAN COORDINATES (ANGSTROEM)
C1 -1.84 -1.50 -2.31
C2 -1.09 0.09 -0.80
C3 -2.33 0.80 -2.54
C4 0.68 1.27 2.24
C5 1.09 0.42 3.02
C6 1.24 0.11 -3.48
C7 1.48 -0.82 3.54
N1 -1.96 -2.59 -2.66
N2 -0.66 0.38 0.22
N3 -2.94 1.71 -2.82
N4 -1.75 -0.20 -1.85
O1 2.24 0.30 -4.01
O2 0.23 -0.04 -3.00
H1 -0.18 1.08 1.48
H2 0.84 2.27 1.78
H3 2.29 -0.73 4.24
H4 2.10 -1.28 2.86
H5 0.56 -1.27 4.10

Output
⟨S²⟩: 2.005
Gap between HOMO and LUMO (spin up / spin down): 8.67 / 5.67 eV
E_HOMO (spin up / spin down): -12.55 / -14.62 eV
Total energy: -17377.6677 eV
Relative energy (zero: lowest compared OMol25 entry of this formula, charge and spin): 0.0 kcal per mole
Charge: +1
Spin multiplicity: 3



Record 7
C7H5NO | the ωB97M-V functional and the def2-TZVPD basis

CARTESIAN COORDINATES (ANGSTROEM)
C1 1.27 -0.04 0.22
C2 -2.07 0.42 -0.56
C3 1.12 1.34 0.61
C4 0.23 -1.31 0.44
C5 -1.89 -0.44 0.54
C6 0.30 -0.35 -0.89
C7 -0.79 0.55 -1.00
N1 -1.02 -1.24 0.89
O1 0.03 1.96 0.50
H1 2.29 -0.50 0.40
H2 -2.89 1.03 -0.85
H3 2.04 1.81 1.06
H4 0.62 -2.43 0.37
H5 0.76 -0.81 -1.73

Output
Gap between HOMO and LUMO: 7.90 eV
E_HOMO: -7.98 eV
Total energy: -10870.2471 eV
Relative energy (zero: lowest compared OMol25 entry of this formula, charge and spin): 155.7 kcal per mole
Charge: 0
Spin multiplicity: 1



Record 8
C7H5NO3 | the ωB97M-V functional and the def2-TZVPD basis

CARTESIAN COORDINATES (ANGSTROEM)
O1 -0.27 2.49 2.80
C1 -0.02 1.31 2.42
C2 -0.13 0.88 0.89
C3 -1.09 1.34 0.00
C4 -1.15 0.73 -1.31
C5 -0.44 -0.39 -1.61
C6 0.36 -0.87 -0.64
N1 1.08 -2.24 -0.84
O2 2.07 -2.56 -0.14
O3 0.67 -2.98 -1.81
C7 0.69 -0.27 0.54
H1 0.48 0.37 3.15
H2 -1.72 2.31 0.26
H3 -1.62 1.23 -2.16
H4 -0.61 -0.81 -2.49
H5 1.71 -0.55 0.95

Output
Gap between HOMO and LUMO: 9.43 eV
E_HOMO: -10.45 eV
SMILES: O=Cc1cccc([N+](=O)[O-])c1
Total energy: -14967.2480 eV
Relative energy (zero: lowest compared OMol25 entry of this formula, charge and spin): 132.2 kcal per mole
Charge: 0
Spin multiplicity: 1



Record 9
C7H5NO3S | the ωB97M-V functional and the def2-TZVPD basis

CARTESIAN COORDINATES (ANGSTROEM)
C1 1.19 0.20 -0.16
C2 0.22 0.97 -0.85
C3 0.76 -0.87 0.59
C4 -1.12 0.76 -0.71
C5 -0.55 -1.14 0.76
C6 -1.48 -0.27 0.16
C7 -2.93 -0.52 0.25
N1 -5.40 0.48 0.34
O1 -3.42 -1.62 0.25
O2 -5.88 1.01 1.26
O3 -3.59 0.65 0.37
S1 -5.89 -0.28 -0.90
H1 2.20 0.33 -0.37
H2 0.46 1.74 -1.53
H3 1.61 -1.48 1.06
H4 -1.87 1.41 -0.87
H5 -0.83 -1.85 1.42

Output
Gap between HOMO and LUMO: 7.99 eV
E_HOMO: -9.40 eV
Total energy: -25803.0223 eV
Relative energy (zero: lowest compared OMol25 entry of this formula, charge and spin): 110.5 kcal per mole
Charge: 0
Spin multiplicity: 1